1.
The following is a DFT calculation (ωB97M-V/def2-TZVPD) of a molecular structure, C24H25N6O9PtSSi in a non-equilibrium geometry.

Maximum force, Eh/bohr: 0.0231
Kohn-Sham gap (spin up / spin down), eV: 3.92 / 5.54
Electronic energy, hartree: -2742.10538
Spin multiplicity: 5
⟨S²⟩: 6.0507
Net charge: -1

XYZ file:
```
67
C24H25N6O9PtSSi | OMol25 | ωB97M-V/def2-TZVPD
Pt 0.1030 -0.0559 -0.3842
N -0.9098 -0.6883 1.5690
C -2.2551 -1.1596 1.2031
C -2.1277 -2.1223 0.0574
O -2.8989 -3.0380 -0.1050
N -0.9921 -1.9016 -0.7218
C -0.4337 -3.0361 -1.2336
C 0.8166 -3.8421 0.0229
O 0.9890 -4.9630 -0.3896
O 1.1105 -3.0785 0.9199
H -0.9360 0.0662 2.2409
H -0.3093 -1.4393 1.8983
H -2.7707 -1.6718 2.0104
H -2.8508 -0.3055 0.8889
H -1.1178 -3.8706 -1.3265
H 0.2435 -2.9148 -2.0638
O -1.5958 1.3551 -0.1943
C -1.2978 2.0892 0.8016
O -0.1613 2.0044 1.3542
C -2.2835 3.0969 1.2769
C -3.3960 3.3836 0.4944
C -4.2849 4.3899 0.9499
C -4.0815 5.0536 2.1391
C -2.9667 4.7411 2.9107
C -2.0400 3.7518 2.4771
N -2.7609 5.4194 4.1234
O -3.5880 6.2887 4.4916
O -1.7430 5.1251 4.7900
N -5.4277 4.7411 0.1525
O -5.5660 4.1709 -0.9276
O -6.2196 5.5892 0.5628
H -3.5724 2.8765 -0.4404
H -4.7781 5.8062 2.4694
H -1.1631 3.5370 3.0651
C 2.8099 2.3056 -1.7296
Si 1.5301 2.1066 -0.3633
C 2.5363 1.6536 1.1538
C 0.5579 3.6868 -0.5479
C -0.2815 3.8551 -1.6519
C -1.0783 4.9855 -1.7682
C -1.0359 5.9694 -0.7881
C -0.1848 5.8266 0.3003
C 0.5986 4.6881 0.4260
H 3.2074 3.3282 -1.6753
H 2.4038 2.1439 -2.7319
H 3.6283 1.5962 -1.5881
H 3.5268 2.1188 1.0749
H 2.6682 0.5683 1.1948
H 2.0415 1.9738 2.0713
H -0.3300 3.0840 -2.4169
H -1.7487 5.0896 -2.6136
H -1.6831 6.8352 -0.8591
H -0.1493 6.5917 1.0675
H 1.2266 4.5665 1.3036
C 1.6755 1.2315 -6.3443
C 1.5736 0.0117 -5.4752
C 1.4191 -1.2596 -6.0146
C 1.2679 -2.2987 -5.1201
N 1.3295 -2.1187 -3.7991
C 1.5451 -0.8789 -3.3778
S 1.9306 -0.6212 -1.6577
N 1.6322 0.1948 -4.1567
H 2.0493 0.9725 -7.3347
H 2.3271 1.9693 -5.8808
H 0.6857 1.6810 -6.4600
H 1.4175 -1.4277 -7.0829
H 1.1055 -3.3206 -5.4509
```

Atom charges from the natural (NBO) analysis, given in e for atoms 1 to 5:
1 Pt 0.9230
2 N -0.7895
3 C -0.3389
4 C 0.6583
5 O -0.5669

2.
The following is a DFT calculation (ωB97M-V/def2-TZVPD) of a molecular structure, C24H25N8OPtSSe.

Maximum force, Eh/bohr: 0.0091
Kohn-Sham gap (spin up / spin down), eV: 6.31 / 3.86
Electronic energy, hartree: -4360.75627
Spin multiplicity: 5
⟨S²⟩: 6.0659
Net charge: +3

XYZ file:
```
61
C24H25N8OPtSSe | OMol25 | ωB97M-V/def2-TZVPD
Pt -0.0510 -0.0913 0.2965
C -0.1743 -5.9265 2.2988
C 0.2445 -4.7212 3.1294
N -0.7360 -3.6336 3.0255
C -0.7247 -2.6465 2.1631
S 0.4747 -2.4377 0.9806
N -1.8770 -1.8540 2.2899
N -1.8771 -0.8446 1.4715
C -3.0316 -0.1969 1.3224
C -4.2161 -0.4069 2.1856
C -3.0621 0.6704 0.1395
C -4.2174 1.3311 -0.2441
C -4.2179 2.0711 -1.4228
C -3.0596 2.1304 -2.1700
C -1.9327 1.4484 -1.7180
N -1.9293 0.7286 -0.6038
H 0.5526 -6.7249 2.4395
H -0.2155 -5.6803 1.2380
H -1.1483 -6.3009 2.6123
H 1.2063 -4.3280 2.8050
H 0.3180 -4.9739 4.1855
H -1.5577 -3.6788 3.6188
H -3.9433 -0.9095 3.1070
H -4.9482 -1.0301 1.6609
H -4.6999 0.5429 2.4118
H -5.1116 1.2622 0.3578
H -5.1123 2.5881 -1.7433
H -3.0126 2.6928 -3.0922
H -1.0007 1.4961 -2.2648
Se 7.6226 0.4667 -1.0144
N 6.2558 0.1404 -2.1034
C 5.1815 0.1571 -1.3672
C 3.8461 -0.0729 -1.8670
C 3.5891 -0.3576 -3.2115
C 2.2833 -0.5842 -3.5986
C 1.2858 -0.5125 -2.6377
N 1.5270 -0.2226 -1.3518
C 2.7799 -0.0145 -0.9633
C 2.9933 0.2650 0.4816
N 1.9152 0.2866 1.2592
C 2.0645 0.5291 2.5689
C 3.2960 0.7605 3.1617
C 4.4256 0.7355 2.3682
C 4.2738 0.4834 1.0027
C 5.3997 0.4382 0.0982
N 6.6376 0.6271 0.4568
H 4.4068 -0.4034 -3.9197
H 2.0315 -0.8194 -4.6229
H 0.2517 -0.7061 -2.8943
H 1.1551 0.5396 3.1549
H 3.3571 0.9521 4.2236
H 5.4126 0.9054 2.7800
C 1.2856 4.8447 -0.5365
C 1.5984 3.4286 -0.1165
O 0.4144 2.6070 -0.0483
H 2.2008 5.4347 -0.5892
H 0.6290 5.3303 0.1887
H 0.8065 4.8668 -1.5150
H 2.1084 3.4109 0.8524
H 2.2406 2.9389 -0.8525
H -0.2537 3.0982 0.4456
```

Atom charges from the natural (NBO) analysis, given in e for atoms 1 to 5:
1 Pt 1.0514
2 C -0.6203
3 C -0.2320
4 N -0.4516
5 C 0.2395

3.
The following is a DFT calculation (ωB97M-V/def2-TZVPD) of a molecular structure, C24H26AsF6GeN4OPdSe2.

Maximum force, Eh/bohr: 0.0053
Kohn-Sham gap (spin up / spin down), eV: 3.99 / 3.99
Electronic energy, hartree: -11067.15914
Spin multiplicity: 2
⟨S²⟩: 0.7526
Net charge: -2

XYZ file:
```
66
C24H26AsF6GeN4OPdSe2 | OMol25 | ωB97M-V/def2-TZVPD
Pd 0.5452 0.5094 0.1938
Se 0.0580 2.1472 -3.7369
N -1.4560 1.2777 -3.5048
C -1.4520 0.2631 -4.3566
C -2.5024 -0.7001 -4.4663
C -2.3855 -1.6976 -5.3795
C -1.2360 -1.8035 -6.2277
C -0.2119 -0.9160 -6.1474
C -0.2898 0.1485 -5.1975
N 0.6412 1.0742 -5.0149
H -3.3557 -0.6176 -3.8059
H -3.1678 -2.4419 -5.4673
H -1.1882 -2.6198 -6.9388
H 0.6664 -0.9916 -6.7754
Se 1.8527 -3.2313 1.0353
N 1.0927 -1.5694 1.2395
C 0.6578 -1.4826 2.4475
C -0.1043 -0.2551 2.8957
C -0.1938 -0.1869 4.4004
C 0.0579 -1.2693 5.1653
C 0.5145 -2.5375 4.6743
C 0.8793 -2.6581 3.3327
N 1.4503 -3.7092 2.7426
H -1.1253 -0.4489 2.5140
H -0.5299 0.7468 4.8373
H -0.0747 -1.1765 6.2421
H 0.7203 -3.3494 5.3598
F -0.2469 3.4389 -1.1051
As -0.5938 5.1303 -1.3635
F 0.8494 5.2600 -2.3337
F 0.3052 5.5502 0.0540
F -0.9422 6.8109 -1.6623
F -2.0481 4.9890 -0.4300
F -1.4855 4.6935 -2.8069
C 0.5626 -2.7925 -2.7187
C 0.0789 -1.6484 -1.8721
O 0.6961 -0.5946 -1.8665
C -1.1113 -1.8432 -1.0030
C -1.8846 -0.7343 -0.6517
C -2.9285 -0.8845 0.2494
C -3.1848 -2.1250 0.8174
C -2.4222 -3.2300 0.4631
C -1.3962 -3.0916 -0.4594
H 1.2926 -2.4214 -3.4340
H -0.2612 -3.2879 -3.2312
H 1.0454 -3.5170 -2.0557
H -1.6954 0.2273 -1.1147
H -3.5179 -0.0206 0.5279
H -3.9727 -2.2288 1.5536
H -2.6039 -4.1900 0.9287
H -0.7733 -3.9430 -0.6991
C 3.0095 2.7406 1.4220
Ge 2.1159 1.6564 2.7991
C 1.9672 2.8384 4.3845
C 3.3059 0.1752 3.3104
C 0.3915 1.0193 2.1772
H 3.9162 3.2125 1.8109
H 2.3333 3.5192 1.0635
H 3.2751 2.1112 0.5704
H 2.9426 3.2492 4.6601
H 1.5683 2.2784 5.2318
H 1.2930 3.6686 4.1640
H 4.2469 0.5612 3.7117
H 3.5240 -0.4564 2.4471
H 2.8283 -0.4459 4.0718
H -0.3426 1.8201 2.3279
```

Atom charges from the natural (NBO) analysis, given in e for atoms 1 to 5:
1 Pd 0.4897
2 Se 1.1543
3 N -0.6457
4 C 0.1390
5 C -0.2138

4.
The following is a DFT calculation (ωB97M-V/def2-TZVPD) of a molecular structure, C24H26AuN4Si in a non-equilibrium geometry.

Maximum force, Eh/bohr: 0.0749
Kohn-Sham gap (spin up / spin down), eV: 7.24 / 5.56
Electronic energy, hartree: -1573.98248
Spin multiplicity: 3
⟨S²⟩: 2.0202
Net charge: +1

XYZ file:
```
56
C24H26AuN4Si | OMol25 | ωB97M-V/def2-TZVPD
C 2.1249 -1.6433 0.2858
C 1.8597 -1.6091 -1.0928
C 2.3038 -0.3296 -1.6128
H 1.4308 -2.4133 -1.6870
C 2.7599 0.4597 -0.4317
C 2.6474 -0.3915 0.7075
H 2.9450 -0.1436 1.7288
H 2.0172 -2.5297 0.9204
H 2.6141 -0.1339 -2.6375
H 3.3250 1.3895 -0.5030
Au 0.5864 0.9022 -1.0677
C -3.3276 2.4227 -3.8040
H -3.3170 3.1176 -2.9550
H -3.3920 2.9101 -4.7808
H -4.0308 1.5954 -3.6738
Si -1.3241 1.4313 -3.5028
C -1.4857 0.2976 -5.0281
C -0.5466 -0.7261 -5.2897
H 0.1823 -0.9971 -4.5244
C -0.5485 -1.3661 -6.5390
H 0.2101 -2.1138 -6.7648
C -1.5139 -1.0468 -7.5052
H -1.5195 -1.5484 -8.4726
C -2.4836 -0.0863 -7.2254
H -3.2464 0.1801 -7.9539
C -2.4846 0.5562 -5.9846
H -3.2789 1.2707 -5.7808
C -0.0624 2.6927 -4.0850
C 0.2411 2.8499 -5.4549
H -0.2684 2.2229 -6.1970
C 1.1854 3.8000 -5.8683
H 1.3874 3.9105 -6.9324
C 1.8461 4.5982 -4.9339
H 2.5794 5.3286 -5.2587
C 1.5444 4.4666 -3.5758
H 2.0318 5.0919 -2.8286
C 0.5848 3.5412 -3.1623
H 0.3434 3.4457 -2.0995
H -5.8997 4.5688 -3.4686
H -5.6948 3.8891 -3.7274
N -2.7212 -0.6981 1.7077
C -2.3369 -2.0291 1.6879
C -1.3069 -2.1069 0.7706
N -1.0763 -0.8758 0.2263
C -1.9259 -0.0308 0.8097
C -1.9500 1.3876 0.5499
N -1.0347 2.0293 -0.1951
C -1.3629 3.3739 -0.1934
C -2.4916 3.5556 0.5566
N -2.8608 2.2912 1.0094
H -3.4384 -0.2660 2.2860
H -2.7899 -2.7859 2.2932
H -0.7155 -2.9506 0.4582
H -0.7848 4.0907 -0.7509
H -3.0077 4.4531 0.8457
H -3.6759 2.0571 1.5672
```

Atom charges from the natural (NBO) analysis, given in e for atoms 1 to 5:
1 C -0.3133
2 C -0.0660
3 C -0.4504
4 H 0.2353
5 C -0.2586